Entry 1:
Below is a molecular structure, C22H40AlBr4Cl4F14LiN4O3PS, with properties calculated with the ωB97M-V functional and the def2-TZVPD basis.

```
! RIJCOSX wB97M-V def2-TZVPD def2/J DEFGRID3
* xyz 1 1
C 2.4221 -0.4252 -1.5088
O 3.3608 -0.2144 -2.5896
C 3.0605 0.9037 -3.3835
C 2.0779 0.4930 -4.4850
C 0.9626 1.5357 -4.6884
C -0.4195 0.9370 -5.0062
C -1.4701 2.0448 -5.0498
N -2.1768 2.3770 -3.7629
C -2.0104 3.7091 -3.3361
N -3.0297 4.5850 -3.5869
N -0.8560 4.0577 -2.7291
S -1.8663 1.5142 -2.3453
O -0.4915 1.4000 -1.9593
O -2.5864 2.2837 -1.3686
C -2.6230 -0.1947 -2.3106
F -1.7045 -1.1488 -2.4395
F -3.0618 -0.2862 -1.0692
C -3.8326 -0.4386 -3.2545
F -3.6410 0.0558 -4.4932
F -4.9166 0.0968 -2.7136
C -4.1132 -1.9713 -3.4230
F -4.1305 -2.6049 -2.2722
F -3.2521 -2.5094 -4.2886
F -5.3195 -2.0644 -3.9767
H 1.6695 0.3568 -1.4685
H 2.9647 -0.4667 -0.5707
H 1.9076 -1.3819 -1.6275
H 4.0512 1.2625 -3.9107
H 2.6659 1.7367 -2.8176
H 1.6012 -0.4217 -4.1383
H 2.5782 0.3135 -5.4348
H 1.2265 2.0824 -5.5917
H 0.9118 2.2503 -3.8759
H -0.6576 0.0787 -4.3776
H -0.3408 0.5525 -6.0223
H -0.9871 2.9448 -5.4309
H -2.2183 1.8079 -5.7992
H -3.4149 4.9844 -2.7202
H -2.5695 5.3756 -4.0506
H -0.7900 4.1353 -1.7106
H -0.0237 4.1357 -3.2976
C -0.5871 2.5406 1.3873
Br 1.0669 1.6548 0.9485
Br -0.9801 2.4365 3.2612
Br -0.6040 4.3771 0.7721
H -1.3797 2.0218 0.8591
C -5.2926 0.4064 1.4433
Cl -4.0557 1.3522 2.2862
Cl -5.5195 -1.1439 2.2308
Cl -6.7798 1.3276 1.3186
H -4.9404 0.2179 0.4392
Cl -6.5454 1.9732 -2.3484
C 3.5457 -0.4091 3.5266
C 4.2564 0.7475 4.2303
C 4.8896 1.7378 3.2559
C 5.9821 1.1475 2.3630
C 7.1504 0.5081 3.1130
C 7.9205 1.4950 3.9862
H 4.2340 -1.0082 2.9310
H 3.0812 -1.0796 4.2616
H 2.7617 -0.0421 2.8450
H 4.9978 0.3477 4.9212
H 3.5313 1.2980 4.8568
H 5.2933 2.5789 3.8230
H 4.1052 2.1592 2.6141
H 6.3659 1.9427 1.7177
H 5.5440 0.4026 1.6900
H 7.8357 0.0787 2.3792
H 6.7984 -0.3264 3.7261
H 8.3220 2.3130 3.3854
H 8.7579 0.9977 4.4746
H 7.2924 1.9218 4.7695
C -5.4504 -5.0018 3.9628
C -4.0388 -4.5338 3.6237
C -2.9881 -5.6372 3.7798
C -2.9406 -6.1244 5.1591
N -2.9037 -6.5063 6.2398
H -5.5295 -5.3115 5.0058
H -6.1678 -4.1949 3.8082
H -5.7477 -5.8424 3.3326
H -3.7786 -3.6882 4.2633
H -4.0152 -4.1748 2.5942
H -2.0019 -5.2578 3.5120
H -3.2164 -6.4773 3.1222
F -1.1883 -3.8422 0.1850
P -0.7618 -2.4779 1.0096
F 0.2350 -2.3908 -0.3368
F -0.5197 -3.4846 2.2832
F 0.4904 -1.6976 1.7767
F -2.3311 -2.4511 1.5028
F -1.2093 -0.9296 0.5503
Al 1.2540 0.7549 4.2427
F 1.0166 0.3643 6.4164
Br 4.0815 3.0252 -4.4220
Li 1.7067 -1.9782 -4.1947
*
```

Output
Orbital gap (eV): 1.4054
Total energy (eV): -430780.3171
HOMO (eV): -10.1

***

Entry 2:
Below is 4 unconnected molecules or ions with the total composition C22H40B2NO14, with properties calculated with the ωB97M-V functional and the def2-TZVPD basis.

```
! RIJCOSX wB97M-V def2-TZVPD def2/J DEFGRID3
* xyz -1 1
C -5.5575 -0.4029 2.5329
O -5.0778 0.9539 2.2832
C -3.6297 0.9927 2.4003
C -2.9738 0.9113 0.9088
C -1.8714 -0.2482 0.8905
B -1.3007 -0.6654 -0.5973
C -2.0042 0.1035 -1.8754
C -3.2973 -0.7097 -2.3554
O -3.1079 -1.6335 -3.2014
O -4.6361 -0.4369 -1.9222
C -5.2962 -1.6723 -1.5868
C -4.6206 -2.8344 -0.7409
O -6.4930 -1.7887 -1.9630
B 0.3723 -0.5179 -0.6605
O 0.9691 0.6524 -1.3046
N 1.1654 -1.6669 -0.0631
C 2.4134 -1.1989 0.6248
C 1.5463 -2.5126 -1.2432
H -5.9971 -0.3917 3.5975
H -4.7332 -1.1913 2.4588
H -6.4107 -0.6356 1.7964
H -3.3757 2.0037 2.8990
H -3.2108 0.1841 3.0990
H -3.8138 0.7923 0.1530
H -2.3993 1.9071 0.7981
H -0.9638 0.1124 1.5145
H -2.2456 -1.1925 1.4316
H -1.5081 -1.8498 -0.7241
H -1.2625 0.0165 -2.7562
H -2.1886 1.2198 -1.7398
H -4.8538 -3.8336 -1.2390
H -3.4885 -2.7542 -0.6425
H -5.0765 -2.8413 0.3137
H 1.1947 0.3443 -2.2127
H 3.2866 -1.8507 0.2673
H 2.6327 -0.0855 0.5086
H 2.2717 -1.4063 1.7454
H 0.6632 -2.5018 -1.9852
H 1.8102 -3.5836 -0.9207
H 2.4382 -1.9895 -1.7548
C 7.5090 0.2352 -2.1539
C 6.2662 -0.5548 -1.7947
C 5.8469 -0.3870 -0.3627
O 5.2076 -1.6287 -0.0821
C 5.7751 -2.5525 -0.9017
O 5.6437 -3.7371 -0.7813
O 6.5176 -1.9563 -1.8785
H 7.6617 0.2264 -3.2357
H 7.4289 1.2735 -1.8271
H 8.4016 -0.2141 -1.7077
H 5.4495 -0.3098 -2.4819
H 5.1556 0.4437 -0.2288
H 6.6840 -0.2658 0.3241
C 10.7790 3.2945 1.4211
C 9.4441 2.7073 1.8336
C 9.3657 1.2200 1.6472
O 7.9794 1.0131 1.4069
C 7.5028 2.1616 0.8530
O 6.4356 2.2689 0.3176
O 8.4008 3.1782 0.9837
H 10.8492 4.3348 1.7458
H 11.6112 2.7407 1.8608
H 10.8861 3.2979 0.3329
H 9.2048 2.9943 2.8630
H 9.6921 0.6732 2.5331
H 9.9271 0.8593 0.7792
C -10.5419 1.7059 -1.1010
C -9.4706 1.3445 -0.0917
C -8.8823 -0.0182 -0.3121
O -8.5024 -0.4067 1.0035
C -9.3371 0.2450 1.8569
O -9.4539 -0.0149 3.0201
O -10.0269 1.2307 1.2164
H -10.8019 2.7632 -1.0120
H -10.2054 1.5200 -2.1231
H -11.4600 1.1408 -0.9174
H -8.6941 2.1162 -0.0692
H -8.0157 0.0065 -0.9748
H -9.6025 -0.7479 -0.6960
*
```

Output
Orbital gap (eV): 5.7351
Total energy (eV): -54970.2704
HOMO (eV): -4.2